214
Properties=species:S:1:pos:R:3:forces:R:3 method="wB97M-V/def2-TZVPD" max_force_ha_per_bohr=0.077 homo_lumo_gap_ha=0.299 energy_ev=-113559.7814 charge=0
C 9.78486 0.29155 0.86077 -0.79 -1.09 -0.08
O 8.44987 -0.07307 0.41953 -0.27 -0.08 0.82
C 7.86720 -1.26592 1.06443 2.43 1.62 0.57
C 6.73810 -1.74222 0.26597 -1.15 -1.27 -3.48
N 5.97102 -0.79302 -0.57621 -1.64 -0.25 2.11
C 5.22009 0.15384 0.28736 0.89 0.83 -0.69
C 4.86710 1.45623 -0.40115 0.20 0.86 -1.26
O 5.86175 2.05965 -1.27802 0.48 0.16 1.22
C 6.94442 2.74656 -0.51064 -1.83 -1.49 -0.72
H 9.86141 0.12492 1.93524 0.23 -0.03 0.04
H 10.06391 1.32426 0.65164 -0.73 0.10 -0.16
H 10.49021 -0.32509 0.30369 0.22 -0.20 0.25
H 7.58356 -1.14090 2.10943 0.01 0.91 0.19
H 8.67994 -1.99019 1.11910 -0.10 -0.45 -0.20
H 6.05482 -2.41019 0.79041 -0.25 0.56 0.65
H 7.08758 -2.46838 -0.46797 0.55 0.00 -0.22
H 6.46548 -0.32591 -1.32281 0.44 0.15 0.42
H 5.78607 0.44609 1.17185 0.51 -0.21 0.14
H 4.26738 -0.17634 0.70141 -0.08 -0.82 -0.27
H 4.55392 2.12852 0.39765 0.16 0.46 0.10
H 3.99404 1.38612 -1.04995 0.01 -0.42 -0.13
H 6.39063 3.39186 0.17127 0.58 0.20 0.31
H 7.58402 3.30935 -1.19055 -0.30 -0.10 -0.08
H 7.49187 1.92993 -0.03999 0.26 0.47 0.40
C 1.63160 -4.94471 -6.75865 -1.29 1.46 -1.48
O 1.82515 -3.64609 -7.46005 -0.55 -1.19 0.72
C 0.71931 -2.73981 -7.32668 1.19 0.23 1.29
C 0.54948 -1.84414 -8.53559 -0.17 -1.25 0.00
N 0.08582 -2.61168 -9.70675 -0.80 0.17 0.23
C -0.38113 -1.72379 -10.74624 -0.78 -0.41 -1.65
C -0.74481 -2.45623 -12.11763 1.89 0.36 0.78
O 0.50539 -2.88801 -12.77168 -1.30 -0.68 0.33
C 0.31370 -3.34134 -14.11535 0.10 1.83 -0.66
H 0.83602 -5.43404 -7.32053 0.27 -0.55 -0.38
H 1.12277 -4.82096 -5.80268 0.80 0.29 0.56
H 2.56314 -5.51069 -6.75603 -0.22 0.36 0.19
H 0.92812 -2.14442 -6.43785 0.73 0.94 0.01
H -0.20084 -3.12441 -6.88680 -0.46 -1.12 -1.20
H 1.46874 -1.31404 -8.78469 0.26 0.17 0.26
H -0.18543 -1.11314 -8.19847 -0.27 0.15 -0.50
H 0.85715 -3.08830 -10.15170 0.33 -0.34 0.46
H 0.35489 -0.92428 -10.83080 0.21 0.23 -0.99
H -1.30457 -1.18563 -10.53232 -0.24 -0.25 0.71
H -1.32953 -1.76715 -12.72703 0.43 0.37 -0.40
H -1.42278 -3.29962 -11.98662 0.24 -0.30 0.48
H -0.22541 -2.51557 -14.57962 -0.38 -0.11 -0.52
H -0.17789 -4.26653 -14.41611 -0.39 -0.36 1.17
H 1.25139 -3.36397 -14.67061 0.42 0.03 0.60
C -1.31693 -0.14898 3.70705 0.25 -1.23 -1.34
O -0.39494 -0.60885 2.67412 0.56 1.48 0.56
C 0.28956 0.56964 2.17276 0.39 -0.74 -0.35
C 1.15198 0.17270 0.96947 -1.66 0.91 0.48
N 0.23312 -0.16317 -0.14055 0.67 -0.37 0.43
C 1.03528 -0.29921 -1.37228 2.03 -0.11 2.88
C 0.47511 -0.68258 -2.63088 -2.72 -1.41 -1.74
O 0.02790 -2.07736 -2.56262 0.76 0.66 -0.47
C -0.81679 -2.44886 -3.65690 0.49 0.04 0.65
H -0.81723 0.28098 4.57511 0.09 0.02 -0.10
H -1.84159 -1.07335 3.94866 -0.26 0.26 0.40
H -1.99336 0.56274 3.23377 -0.10 0.09 0.34
H 1.00182 0.99216 2.88147 -0.19 -0.08 0.69
H -0.47122 1.31969 1.95655 0.06 0.11 -0.25
H 1.79367 -0.60164 1.38985 0.29 -0.41 -0.66
H 1.75357 1.02584 0.65591 0.20 0.01 0.16
H -0.14678 -1.02538 0.22330 -0.58 -0.50 -0.84
H 1.81475 -1.00546 -1.08635 0.58 -0.22 -0.56
H 1.54300 0.65930 -1.47987 0.00 0.17 -0.21
H 1.13704 -0.49485 -3.47628 0.49 -0.37 0.09
H -0.40923 -0.09032 -2.86600 -0.34 0.24 0.09
H -0.30675 -2.33322 -4.61324 -0.05 0.50 -0.12
H -1.73160 -1.86375 -3.56276 -0.20 -0.11 -0.49
H -1.01418 -3.51887 -3.59187 -0.21 0.06 0.39
C -5.32764 6.86466 4.03886 0.24 -0.92 0.20
O -5.24032 5.42862 3.92512 1.35 1.31 0.02
C -6.45667 4.78699 4.05229 -1.30 1.17 0.49
C -6.37433 3.32608 3.77558 1.63 1.14 -0.09
N -5.29623 2.78316 4.65569 -1.75 0.06 0.15
C -4.79191 1.42988 4.34455 -1.64 1.41 -0.59
C -3.81322 1.00497 5.39722 0.08 0.60 -0.03
O -2.72900 1.92076 5.29864 0.45 -0.34 -0.35
C -2.18671 2.26396 6.55226 -0.20 0.31 -0.16
H -5.37078 7.22459 5.06681 -0.02 -0.38 0.38
H -6.23879 7.23755 3.57106 0.13 0.05 -0.49
H -4.40340 7.26422 3.62141 -0.27 0.04 -0.30
H -7.11089 5.21321 3.29174 -0.56 0.09 -0.09
H -6.89279 5.01035 5.02596 -0.11 -0.08 0.38
H -6.08531 3.42543 2.72930 0.27 -1.18 -0.58
H -7.43297 3.06688 3.78951 0.28 -1.28 0.60
H -4.56552 3.47093 4.54107 0.35 -0.16 0.18
H -4.44567 1.55943 3.31916 0.84 -1.04 -0.15
H -5.68966 0.81276 4.30834 0.22 -0.46 0.11
H -3.52102 -0.04296 5.32951 0.33 -0.10 -0.31
H -4.26032 1.11573 6.38512 -0.35 0.08 0.06
H -1.38529 2.99234 6.42864 0.01 -0.05 -0.30
H -1.77189 1.39507 7.06319 -0.15 -0.09 0.28
H -2.99526 2.75712 7.09184 0.13 -0.12 0.68
C -1.95063 5.02904 2.52002 -0.91 0.21 1.37
O -1.15510 4.11362 1.91436 1.59 -1.19 -2.14
C -0.47335 4.61056 0.74532 -0.07 -0.93 0.42
C 0.33047 3.42724 0.16101 -1.63 0.17 -0.65
N -0.51658 2.52086 -0.72517 1.98 0.49 -0.22
C -1.91482 2.41792 -0.45707 -1.34 0.12 0.49
C -2.61581 1.27178 -1.19406 -0.52 -1.47 1.01
O -4.01617 1.14753 -0.85240 -0.50 0.15 -1.12
C -4.71305 0.13753 -1.67178 0.62 1.55 0.31
H -2.52213 4.43489 3.23310 -0.15 0.38 0.34
H -2.68057 5.51498 1.87261 0.07 0.23 -0.31
H -1.31356 5.73899 3.04746 -0.27 0.58 0.17
H 0.12524 5.47635 1.02855 0.44 -0.03 0.05
H -1.20983 4.97787 0.03062 -0.13 -0.03 -0.19
H 0.73439 2.86007 0.99961 0.02 0.16 0.15
H 1.16095 3.75299 -0.46533 0.01 0.26 0.11
H -0.15143 1.60304 -0.51458 -0.12 -0.25 -0.30
H -2.41211 3.32030 -0.81277 -0.20 0.23 0.35
H -2.03071 2.30393 0.62073 -0.83 0.02 0.12
H -2.34753 0.29095 -0.80151 1.55 -0.01 -0.48
H -2.45482 1.34185 -2.26983 -0.08 0.02 -0.21
H -4.40019 -0.90279 -1.58264 0.13 -0.02 0.92
H -4.54746 0.32615 -2.73249 -0.17 0.52 -0.16
H -5.75274 0.31302 -1.39546 0.04 -0.46 -0.19
C 1.75263 -0.32013 5.97465 1.10 -0.34 0.89
O 1.13276 0.17580 7.17276 0.07 -0.60 -0.51
C 0.87034 -0.87671 8.08886 0.66 -0.02 2.10
C 0.79251 -0.27333 9.60397 -0.55 -2.60 -1.77
N -0.33743 0.59725 9.58639 0.34 0.97 0.67
C -0.30525 1.38229 10.84385 -1.49 0.59 -0.47
C -1.69095 2.10424 11.12820 0.80 -1.34 -1.02
O -1.55560 3.34014 11.72937 0.05 1.82 1.32
C -1.25630 3.53071 13.14512 -0.13 -1.38 -0.99
H 1.95866 0.48485 5.26921 -0.75 -0.08 -0.03
H 1.34607 -1.24828 5.57295 -1.09 0.45 -0.40
H 2.74069 -0.71066 6.21819 0.55 0.23 0.44
H 1.61687 -1.67043 8.06022 0.77 0.27 -0.05
H -0.01364 -1.45076 7.81112 -0.66 0.51 0.19
H 1.72650 0.15049 9.97292 0.39 0.44 -0.54
H 0.55129 -1.02953 10.35102 0.22 -0.75 -0.31
H -0.01915 1.15122 8.80415 -1.00 1.22 -0.15
H 0.47469 2.14017 10.77023 0.05 0.27 0.26
H -0.04599 0.70291 11.65584 -0.04 -0.05 0.05
H -2.45103 1.42379 11.51209 0.26 -0.25 1.27
H -2.20705 2.25753 10.18044 0.59 0.61 -0.50
H -0.42314 2.89584 13.44661 0.22 -0.04 -0.03
H -2.10114 3.23960 13.76931 -0.24 0.09 -0.06
H -0.98290 4.56524 13.35273 -0.19 -0.04 -0.50
C 2.33428 5.09251 -7.63213 0.71 0.51 0.44
O 1.33265 4.25263 -8.15675 -1.04 0.65 0.26
C -0.03451 4.58082 -7.69497 1.04 -0.21 -0.93
C -0.43077 3.70877 -6.53015 0.55 -1.05 0.89
N -0.66743 2.26535 -6.75180 -1.19 0.28 -1.24
C -1.56401 1.51727 -5.87430 0.82 -0.36 0.37
C -3.02799 1.88728 -5.83214 0.17 -0.10 -0.26
O -3.74648 0.83212 -5.16763 0.09 0.58 -0.97
C -5.00094 0.53784 -5.77079 -0.15 -0.16 0.17
H 2.34851 5.17528 -6.54538 -0.30 -0.38 0.31
H 2.36163 6.13273 -7.95666 -0.87 0.25 -0.51
H 3.34144 4.78449 -7.91295 -0.23 -0.80 -0.18
H -0.70925 4.54088 -8.55008 0.12 -0.76 -0.18
H -0.12061 5.63801 -7.44392 0.46 0.12 0.55
H -1.28385 4.17414 -6.03641 -0.18 -0.23 -0.01
H 0.40201 3.73835 -5.82751 0.13 0.62 0.39
H 0.16191 1.69707 -6.84850 0.23 0.62 -0.14
H -1.16549 1.52011 -4.85978 -0.15 0.08 0.59
H -1.50785 0.46975 -6.17035 -0.01 -0.07 -0.25
H -3.38999 2.01747 -6.85200 -0.11 -0.01 -0.13
H -3.10244 2.84379 -5.31481 -0.57 0.04 0.24
H -5.67008 1.39730 -5.81199 -0.21 0.14 0.81
H -5.38308 -0.32424 -5.22407 -0.35 0.38 0.21
H -5.03754 0.23349 -6.81680 1.10 -0.23 -0.36
O 0.26987 -3.52541 3.91007 -0.43 -0.21 0.39
H 1.08004 -3.79140 3.47519 0.41 0.00 -0.20
H 0.06683 -2.66816 3.53573 0.02 0.67 -0.27
O 3.24702 -1.56318 3.02111 -0.08 0.39 0.10
H 4.07812 -1.59872 3.49465 0.22 0.03 0.17
H 3.27060 -2.32164 2.43767 -0.13 -0.50 -0.19
C -2.77625 -3.69040 5.74996 1.01 -0.46 -0.46
C -4.14097 -3.99604 6.34382 -0.62 0.22 -0.58
O -5.19691 -3.45868 5.52528 0.40 -0.02 0.00
O -2.26530 -4.65971 4.77058 -1.55 0.63 1.41
H -2.09598 -3.55874 6.59138 0.37 -0.75 0.27
H -2.71846 -2.67541 5.35681 -0.72 0.08 -0.51
H -4.21136 -3.53450 7.32876 0.28 0.25 0.14
H -4.36837 -5.04928 6.50837 0.65 -0.29 -0.20
H -6.01910 -3.79662 5.88778 -0.13 0.05 -0.11
H -1.52669 -4.27828 4.29040 0.39 0.25 0.09
C 1.64218 -4.87048 1.22857 -2.41 -2.10 -2.32
C 1.69988 -3.93920 0.08354 -0.56 0.63 -2.36
O 0.80087 -4.27450 -1.01841 0.43 -0.41 1.71
O 2.51629 -4.40431 2.13225 2.07 0.75 2.85
H 1.85725 -5.91290 0.99364 0.25 -0.11 -0.58
H 0.61996 -4.92297 1.60331 -0.35 0.28 0.14
H 2.67637 -3.82134 -0.38622 0.41 -0.27 0.49
H 1.45846 -2.96941 0.51866 -0.28 0.47 -0.13
H 1.05194 -3.69228 -1.73922 -0.26 0.41 -0.24
H 2.70533 -5.16484 2.68674 0.49 0.26 0.46
C 3.78048 -3.50509 -4.20943 0.16 -0.26 0.50
C 4.71562 -2.77555 -3.19568 -0.34 0.86 -2.15
O 3.86517 -2.04461 -2.29657 0.28 -1.53 -0.42
O 4.34323 -4.12903 -5.37889 0.26 0.36 1.11
H 2.98606 -2.81322 -4.48923 -0.06 0.09 0.00
H 3.34644 -4.31243 -3.61960 -0.31 -0.15 -0.23
H 5.29753 -2.03299 -3.74166 0.15 0.20 -0.33
H 5.48784 -3.45093 -2.82741 -0.44 -0.28 0.89
H 4.47607 -1.69861 -1.64183 0.41 0.57 0.69
H 4.43347 -3.48438 -6.08449 -0.11 0.19 0.01
C -2.22103 -3.89081 0.65617 -0.83 0.98 -3.13
C -2.72768 -2.86294 -0.50319 0.63 -0.81 3.16
O -3.92858 -3.31972 -1.16438 1.64 0.97 0.24
O -2.07109 -5.20044 0.02944 -0.42 0.86 1.66
H -2.95492 -3.86103 1.46154 -0.14 -0.87 -0.15
H -1.33050 -3.41491 1.06676 0.53 -0.46 -0.06
H -1.82577 -2.51348 -1.00574 -0.27 -1.03 -1.67
H -2.82942 -1.95272 0.08778 -1.31 0.38 0.18
H -4.11857 -4.16930 -0.75975 0.03 -0.27 -0.08
H -1.34222 -5.16159 -0.59412 0.36 0.35 -0.09